1.
Formula: C27H47BrClI3N4O5P3Si
Source: the OMol25 dataset
Level of theory: ωB97M-V/def2-TZVPD

XYZ file:
```
92
Properties=species:S:1:pos:R:3:forces:R:3
C -1.4308 -4.4664 2.1789 0.39 0.65 -0.03
C -0.5471 -3.4376 2.9428 -0.21 0.58 0.24
C -1.0118 -1.9389 2.6507 -0.42 -0.93 -0.28
I -1.8585 -0.9678 4.4166 0.12 0.00 -0.58
C 0.0613 -1.0954 1.9850 0.27 -0.11 1.15
C 1.2876 -0.9075 2.7089 1.00 0.40 -0.08
C 1.5045 -1.4366 4.0144 -0.02 -0.37 -0.05
C 2.6795 -1.2570 4.7128 -0.32 -0.27 -0.28
P 2.7355 -2.0417 6.4232 0.96 0.38 1.02
O 2.6887 -3.6865 6.1602 -0.31 1.20 -0.85
Br 0.7577 -1.3955 7.3117 0.08 -0.45 -0.50
C 3.8085 -0.4987 4.1960 -1.32 0.07 -1.00
Si 5.4637 -0.2284 5.1281 1.39 0.35 0.04
C 5.6882 -0.9688 6.8320 0.02 -0.87 0.10
C 6.8301 -1.0038 4.0242 -0.44 0.60 -0.26
C 5.8367 1.6335 5.3024 -0.08 -0.28 0.73
C 3.6273 0.0516 2.8986 -0.13 -0.02 -0.22
C 4.6808 0.9203 2.1742 -0.11 0.61 0.38
C 4.5409 2.4697 2.4545 1.04 0.02 -0.48
C 5.9479 3.1631 2.5417 -0.61 0.56 0.12
Cl 3.6883 3.3219 1.0744 -0.10 -0.35 0.34
C 2.3912 -0.1533 2.1656 -0.65 0.07 -0.39
C 2.1501 0.3880 0.8407 -0.04 -0.74 1.13
C 0.9635 0.1861 0.1953 1.04 1.09 -0.91
C 0.8828 0.7904 -1.1899 -0.55 -0.52 -0.43
I 1.0852 -0.6700 -2.7645 0.08 0.32 0.90
C 0.7226 2.1067 -1.4251 0.22 -0.66 0.14
C 0.6158 3.1178 -0.2758 -0.41 0.24 -1.23
I 0.6028 2.7543 -3.4640 -0.05 0.22 1.11
N -0.0897 -0.5306 0.7616 0.32 0.77 0.46
P -1.6298 -0.7390 -0.0440 -2.58 -1.85 -0.85
O -1.8108 -2.1645 -0.2924 0.27 -0.01 0.14
O -2.7099 -0.1426 0.9938 1.22 0.29 -0.51
O -1.8442 0.0382 -1.4066 0.87 0.86 1.48
H -2.3008 -4.7316 2.7980 0.38 -0.17 -0.27
H -0.8020 -5.3323 1.9240 -0.54 0.08 0.24
H -1.8041 -4.0328 1.2336 0.27 -0.26 0.36
H -0.6507 -3.5835 4.0336 0.22 -0.16 -0.52
H 0.5228 -3.5307 2.6938 -0.46 -0.10 -0.01
H -1.9064 -2.0872 2.0401 0.57 0.45 0.10
H 0.7383 -2.0396 4.5035 0.20 0.33 -0.23
H 2.9890 -3.8273 5.2461 -0.28 -0.40 0.18
H 6.7732 -0.9476 7.0668 -0.48 0.28 -0.18
H 5.4304 -2.0465 6.7975 0.14 0.51 0.20
H 5.1221 -0.5090 7.6559 0.19 -0.15 -0.38
H 7.4623 -0.1577 3.6930 -0.06 -0.46 0.16
H 7.4642 -1.7157 4.5726 -0.32 0.12 -0.31
H 6.4004 -1.4379 3.1010 0.36 -0.13 0.52
H 6.7212 1.9222 4.7155 -0.57 -0.03 0.06
H 6.1202 1.8098 6.3611 -0.19 -0.17 -0.47
H 4.9584 2.2708 5.1206 0.49 -0.07 -0.08
H 5.7174 0.6700 2.4465 -0.57 -0.19 0.19
H 4.6465 0.7848 1.0795 0.04 -0.10 0.56
H 3.9245 2.6733 3.3401 0.22 -0.10 -0.40
H 5.9765 4.0486 1.8857 0.00 -0.50 0.18
H 6.7662 2.4902 2.2455 -0.30 0.21 0.22
H 6.0980 3.5583 3.5592 0.14 -0.36 -0.48
H 2.9147 0.9809 0.3435 -0.42 -0.27 0.00
H 0.9200 4.1011 -0.6765 -0.01 -0.40 0.47
H -0.4491 3.2204 0.0066 0.46 -0.04 0.09
H 1.2459 2.8242 0.5725 -0.41 0.20 -0.31
H -3.4994 -0.7101 0.9848 0.08 0.14 0.00
H -1.7750 1.0070 -1.3123 -0.11 -0.13 -0.38
O -3.9827 1.0229 -7.7470 2.88 -2.69 -0.06
P -4.2910 0.3416 -6.4270 -6.03 3.86 1.49
N -5.8456 -0.2291 -6.8633 -0.71 -0.22 -0.02
C -7.1671 0.2660 -6.5593 -0.07 0.12 0.19
C -5.8724 -1.3682 -7.7679 0.59 -0.15 0.14
N -4.1533 1.7977 -5.4955 1.14 0.95 -0.07
C -5.1758 2.4454 -4.6927 -0.12 -0.46 0.61
C -3.2542 2.8203 -6.0412 -0.05 -0.01 -0.42
N -4.3767 -0.5787 -4.9627 3.30 -1.01 -0.68
C -5.5191 -0.8694 -4.1231 -0.79 -0.51 -0.69
C -3.0908 -0.7217 -4.2775 -0.05 0.19 0.00
H -7.7809 -0.5326 -6.1203 -0.05 0.00 -0.05
H -7.6832 0.6299 -7.4549 0.01 0.01 -0.02
H -7.1720 1.0745 -5.8340 0.17 0.04 -0.03
H -5.7059 -2.3055 -7.2184 -0.08 -0.11 -0.10
H -5.0944 -1.2828 -8.5310 -0.02 0.01 0.00
H -6.8232 -1.4504 -8.2953 -0.04 0.17 0.11
H -6.1007 2.6318 -5.2435 -0.07 -0.04 0.06
H -4.8412 3.4245 -4.3438 0.25 -0.07 -0.19
H -5.3799 1.8963 -3.7702 -0.28 -0.14 -0.12
H -3.7582 3.4478 -6.7858 0.14 0.04 -0.05
H -2.3819 2.3695 -6.5099 -0.13 -0.01 -0.11
H -2.8752 3.4684 -5.2452 -0.21 -0.09 0.17
H -6.1939 -0.0241 -3.9921 -0.01 0.03 -0.16
H -5.1955 -1.1568 -3.1203 0.34 0.02 -0.17
H -6.0973 -1.7085 -4.5179 -0.12 0.04 0.04
H -2.8897 0.1360 -3.6269 0.03 -0.01 0.02
H -2.2813 -0.7904 -5.0077 0.02 0.07 0.05
H -3.0503 -1.6376 -3.6831 -0.05 0.01 -0.02
```
Forces are in eV/Å.

Results
- Orbital gap: 4.42 eV
- Net charge: +1
- E_HOMO: -9.30 eV
- E_tot: -6892.8671 Eh

2.
Formula: C23H30B2F3N10O2V
Source: the OMol25 dataset
Level of theory: ωB97M-V/def2-TZVPD

XYZ file:
```
71
Properties=species:S:1:pos:R:3:forces:R:3
V -0.4216 -0.3486 -0.4013 0.22 -0.65 0.27
C 2.4198 -2.1327 -1.9456 0.02 -0.04 0.02
C 2.7080 -1.0946 -0.9118 -0.17 -0.11 0.03
C 3.9575 -0.6970 -0.4078 0.04 0.00 -0.09
C 3.6799 0.2723 0.5314 0.03 0.16 0.08
C 4.6139 1.0617 1.3883 0.09 -0.04 0.01
N 2.3479 0.4395 0.5720 -0.53 -0.32 0.01
N 1.7392 -0.4197 -0.3059 0.55 0.48 0.10
B 1.4799 1.3290 1.5013 0.12 0.12 0.12
N 0.5401 0.4513 2.3618 -0.09 -0.14 -0.50
N -0.3487 -0.3903 1.7474 0.25 0.33 0.56
C -0.9381 -1.0893 2.7066 -0.12 -0.11 -0.19
C -1.9271 -2.1644 2.3988 -0.09 -0.03 0.12
C -0.4469 -0.6930 3.9617 -0.01 -0.03 0.03
C 0.4941 0.2775 3.6932 0.13 0.12 0.05
C 1.3633 1.0491 4.6318 -0.02 -0.03 0.11
N 0.6352 2.2991 0.6344 -0.20 -0.52 -0.15
N -0.2558 1.7840 -0.2685 0.28 0.72 0.23
C -0.8358 2.8249 -0.8593 -0.10 -0.15 -0.08
C -1.8717 2.6719 -1.9253 -0.05 0.07 -0.05
C -0.3261 4.0234 -0.3344 0.01 0.03 -0.01
C 0.6048 3.6390 0.6088 0.14 0.03 0.13
C 1.4779 4.4667 1.4945 -0.02 0.14 -0.02
H 3.0957 -2.0227 -2.7965 0.00 -0.02 0.02
H 1.3959 -2.0588 -2.3032 -0.01 -0.02 0.06
H 2.5605 -3.1302 -1.5255 0.01 -0.03 0.00
H 4.9280 -1.0707 -0.6926 -0.02 0.02 0.01
H 5.6424 0.7998 1.1404 -0.01 0.01 -0.01
H 4.4591 0.8565 2.4488 -0.03 -0.01 -0.01
H 4.4864 2.1354 1.2427 -0.01 -0.01 -0.02
H 2.1997 1.9698 2.2254 -0.08 -0.08 -0.10
H -2.2316 -2.1389 1.3552 0.05 0.04 0.00
H -2.8181 -2.0641 3.0228 0.01 0.01 0.01
H -1.4782 -3.1406 2.5914 0.00 0.03 0.01
H -0.7259 -1.0817 4.9284 0.01 0.02 -0.03
H 1.1245 0.7681 5.6575 0.01 0.01 -0.01
H 1.2200 2.1260 4.5304 -0.03 -0.01 -0.02
H 2.4220 0.8472 4.4612 -0.01 -0.03 -0.02
H -2.0822 1.6291 -2.1402 0.05 -0.01 0.05
H -1.5376 3.1467 -2.8506 0.00 0.01 0.01
H -2.8054 3.1497 -1.6208 0.01 0.01 0.00
H -0.6002 5.0292 -0.6106 0.01 -0.03 0.01
H 1.2966 5.5246 1.3049 -0.01 -0.01 -0.01
H 2.5357 4.2656 1.3193 -0.01 -0.02 -0.02
H 1.2836 4.2705 2.5499 -0.03 -0.01 -0.01
B -2.7786 -1.4570 -2.7632 -0.02 0.09 0.01
N -1.4548 -0.7652 -3.2782 -0.07 0.13 0.42
C -1.1417 -0.5976 -4.5663 -0.08 -0.01 -0.07
C 0.0862 0.0350 -4.6577 -0.04 0.01 0.01
C 0.4542 0.2328 -3.3284 0.08 0.10 0.19
N -0.4678 -0.2555 -2.4983 -0.22 -0.27 -0.99
N -3.2991 -0.7426 -1.4515 0.40 0.10 -0.07
C -4.5877 -0.5787 -1.1384 -0.07 0.04 -0.11
C -4.6801 0.0864 0.0722 -0.02 -0.02 0.00
C -3.3520 0.2962 0.4365 0.23 0.11 0.07
N -2.5213 -0.2074 -0.4767 -0.89 -0.32 -0.20
H -3.6189 -1.2274 -3.6184 0.08 -0.10 0.09
H -2.6244 -2.6434 -2.5888 0.09 0.17 0.08
H -1.8259 -0.9383 -5.3261 0.04 0.03 -0.01
H 0.6231 0.3146 -5.5477 -0.01 0.00 0.01
H 1.3336 0.6998 -2.9111 0.01 -0.01 -0.04
H -5.3486 -0.9366 -1.8126 0.00 0.02 0.03
H -5.5704 0.3737 0.6048 0.01 0.00 -0.01
H -2.9351 0.7845 1.3046 -0.04 -0.03 0.01
F 0.7469 -5.6438 -0.2386 -0.11 -0.04 -0.02
C -0.2872 -4.8054 -0.4514 -0.08 -0.27 0.02
F -0.5513 -4.8449 -1.7631 0.01 0.06 -0.02
F -1.3648 -5.3337 0.1841 0.10 -0.05 -0.06
C -0.0034 -3.3973 0.1126 -0.09 0.89 -0.07
O 0.6702 -3.3554 1.1329 0.08 -0.10 -0.07
O -0.5616 -2.4633 -0.5417 0.24 -0.40 0.11
```
Forces are in eV/Å.

Results
- Orbital gap (alpha / beta): 6.03 / 8.35 eV
- Relative energy (zero: lowest compared OMol25 entry of this formula, charge and spin): 0.0000 eV
- Net charge: -1
- E_HOMO (alpha / beta): -3.55 / -5.87 eV
- E_tot: -2886.1994 Eh
- 2S+1: 4

Maximum force for the records above, in order: 7.31, 1.05 eV/A